C5H6O | ωB97M-V/def2-TZVPD

```
! wB97M-V def2-TZVPD RIJCOSX def2/J DEFGRID3
* xyz 0 1
C 0.1506 -1.8387 -0.0881
C 0.9069 -0.5409 -0.0040
O 0.9853 0.2711 -1.1760
C 0.3785 0.8337 -0.0168
C -0.9245 1.4368 -0.0327
C -1.8319 2.2156 0.1038
H -0.7875 -1.7001 -0.6261
H -0.0557 -2.2291 0.9153
H 0.7605 -2.5787 -0.6205
H 1.8578 -0.6003 0.5308
H 0.8372 1.6220 0.5713
H -2.2773 3.1086 0.4431
*
```

Computed properties:
LUMO level, eV: 0.988
Gap between HOMO and LUMO, eV: 10.791
Energy relative to the best compared isomer or geometry (same formula, charge and spin), kcal/mol: 77.0
HOMO level, eV: -9.802


C7H15B | ωB97M-V/def2-TZVPD

```
! wB97M-V def2-TZVPD RIJCOSX def2/J DEFGRID3
* xyz 0 1
B 1.2767 -0.1270 -0.0196
C -0.2712 0.4432 -0.1838
C -1.2984 -0.2917 0.2957
C -0.4048 1.8298 -0.8341
C 1.9364 -0.0392 -1.5035
C 2.4330 -0.4205 1.2239
C -1.1173 -1.6048 1.0863
C -2.7529 0.0625 0.1584
H -0.3336 1.7516 -1.8877
H 0.3500 2.4996 -0.5595
H -1.4403 2.2780 -0.7640
H 2.6906 -0.7674 -1.8171
H 2.3442 1.0066 -1.5712
H 1.1660 0.0158 -2.2455
H 2.0358 -1.1580 1.7832
H 2.5009 0.4962 1.8618
H 3.3261 -0.4520 0.7790
H -2.0847 -1.9885 1.5018
H -0.9531 -2.4401 0.4342
H -0.2707 -1.6313 1.7455
H -2.9610 0.7389 1.0697
H -3.3456 -0.8944 0.1412
H -2.8261 0.6927 -0.6945
*
```

Computed properties:
LUMO level, eV: 0.700
Gap between HOMO and LUMO, eV: 9.146
Energy relative to the best compared isomer or geometry (same formula, charge and spin), kcal/mol: 55.6
HOMO level, eV: -8.446


C5H10NO | ωB97M-V/def2-TZVPD

```
! wB97M-V def2-TZVPD RIJCOSX def2/J DEFGRID3
* xyz 1 1
C 0.0828 1.6679 -0.9532
C -0.8025 -0.3995 -2.1421
C -1.9535 0.2218 -1.5106
C 1.0442 -1.1078 2.3559
C 0.9185 0.1881 1.7104
N -0.6622 0.8322 -1.5190
O 0.2884 0.2868 0.6376
H -0.2852 2.4869 -0.2094
H 1.1271 1.6184 -1.1406
H -0.1816 -1.1991 -1.7453
H -0.9508 -0.2529 -3.2182
H -2.6513 0.6853 -2.2268
H 0.8201 -1.0429 3.4028
H 1.9870 -1.5842 2.1320
H 0.2885 -1.6299 1.7242
H 1.4225 1.1501 2.0518
H -2.4342 0.1776 -0.5413
*
```

Computed properties:
LUMO level, eV: -3.619
Gap between HOMO and LUMO, eV: 10.884
Energy relative to the best compared isomer or geometry (same formula, charge and spin), kcal/mol: 89.4
HOMO level, eV: -14.503


C11H20AsN3O7RhS3 | ωB97M-V/def2-TZVPD

```
! wB97M-V def2-TZVPD RIJCOSX def2/J DEFGRID3
* xyz 1 5
Rh -0.4196 0.5261 0.2457
N -1.9865 -1.2375 0.6425
N -3.3165 -0.8258 0.6136
C -3.6480 0.4519 0.3927
N -4.9392 0.7554 0.4360
S -2.5228 1.6925 0.0540
H -1.8423 -2.0227 0.0171
H -1.6927 -1.4611 1.5910
H -4.0260 -1.4896 0.8906
H -5.6556 0.0768 0.6384
H -5.2180 1.7122 0.2946
O 2.2290 -1.4047 2.3585
As 1.3967 -0.0405 3.0462
O 1.0962 -0.2760 4.6156
O -0.0960 0.1389 2.1289
C 2.4170 1.5674 2.7453
C 2.7591 2.2129 3.9272
C 3.4971 3.3900 3.8871
C 3.9059 3.9250 2.6755
C 3.5668 3.2982 1.4866
C 2.8234 2.1262 1.5274
S 2.2666 1.5065 -0.0139
O 0.9237 2.1726 -0.2271
O 3.2169 1.8035 -1.0377
O 1.9475 0.0695 0.1668
H 2.4088 -1.2598 1.4169
H 2.4485 1.7722 4.8660
H 3.7558 3.8887 4.8119
H 4.4885 4.8367 2.6526
H 3.8801 3.6979 0.5317
C 2.1512 1.6353 -4.1978
C 0.8316 1.3187 -3.5056
S 0.9364 -0.2738 -2.6840
O -0.2846 -0.3259 -1.7191
C 0.4481 -1.3758 -4.0129
C -0.9880 -1.2124 -4.4866
H 2.0625 2.5927 -4.7096
H 2.4103 0.8857 -4.9478
H 2.9614 1.7030 -3.4739
H -0.0202 1.3031 -4.1841
H 0.6244 2.0092 -2.6866
H 0.6318 -2.3668 -3.5978
H 1.1848 -1.1997 -4.8001
H -1.6730 -1.1444 -3.6419
H -1.2651 -2.0842 -5.0794
H -1.1204 -0.3327 -5.1148
*
```

Computed properties:
LUMO level (alpha / beta), eV: -2.711 / -5.708
Expectation value of S²: 6.01
Gap between HOMO and LUMO (alpha / beta), eV: 9.437 / 6.563
Energy relative to the best compared isomer or geometry (same formula, charge and spin), kcal/mol: 0.0
HOMO level (alpha / beta), eV: -12.148 / -12.271


C3H9N4 | ωB97M-V/def2-TZVPD

```
! wB97M-V def2-TZVPD RIJCOSX def2/J DEFGRID3
* xyz 1 1
C 2.8862 -0.6602 -0.0792
C -1.6325 -0.2440 0.2664
C 0.1849 1.4643 0.5314
N 2.1009 0.0391 -0.7221
N -2.6466 -0.5621 -0.6381
N -1.1116 -0.8967 1.2413
N -0.8908 0.9320 0.0487
H 3.7396 -1.1526 -0.5743
H 2.8409 -0.9906 0.9475
H 0.4372 2.6085 0.3268
H 0.7757 0.8821 1.2365
H -2.9742 -1.4884 -0.6082
H -3.2027 0.1159 -1.1512
H -1.4686 -1.8211 1.4267
H 2.3991 0.3508 -1.6286
H -1.4376 1.4230 -0.6235
*
```

Computed properties:
LUMO level, eV: -4.943
Gap between HOMO and LUMO, eV: 8.774
Energy relative to the best compared isomer or geometry (same formula, charge and spin), kcal/mol: 72.1
HOMO level, eV: -13.716


C15H24B3Br3CaCl6F6KLiO17PS3 | ωB97M-V/def2-TZVPD

```
! wB97M-V def2-TZVPD RIJCOSX def2/J DEFGRID3
* xyz 1 1
C 6.5981 -0.5284 0.3746
C 5.3687 0.2927 -0.0221
C 4.5938 -0.5012 -1.1239
O 3.3085 -1.0414 -0.7114
C 2.6743 -1.6751 -1.7946
O 3.1966 -2.5558 -2.4082
C 1.2361 -1.2793 -2.1899
S -0.1586 -1.8536 -0.8061
B -1.5671 -0.8062 -1.3076
O -1.3392 0.0250 -2.4053
B -1.6848 1.2729 -1.9562
P -0.3639 2.6731 -1.6244
S 1.0164 2.7482 -3.0549
O -3.0139 1.4532 -1.6871
B -3.3195 0.5794 -0.6786
C -4.2764 1.1575 0.4854
F -4.3941 0.3330 1.5258
F -3.7197 2.3465 0.8430
C -5.6507 1.4821 -0.1502
F -5.5938 2.6133 -0.8146
F -6.6262 1.5349 0.7337
F -5.9244 0.4851 -1.0063
O -2.8411 -0.7252 -0.6455
O 5.7453 1.6673 -0.3853
C 6.7957 1.6834 -1.3231
O 6.6223 1.4432 -2.4863
C 8.2011 2.0222 -0.9406
S 8.3943 3.8088 -0.6777
H 7.2923 0.1197 0.8963
H 6.3206 -1.3228 1.0532
H 7.0744 -0.9117 -0.5216
H 4.7366 0.3159 0.8552
H 4.4392 0.0950 -2.0265
H 5.2122 -1.3489 -1.3899
H 0.9321 -1.7673 -3.1049
H 1.0812 -0.1864 -2.3801
H -0.9840 3.9069 -1.3803
H 0.2653 2.3213 -0.4119
H 8.5355 1.4544 -0.0832
H 8.8330 1.7502 -1.7710
H 8.8833 4.1985 -1.8651
Li 2.3450 0.4320 -2.9919
C -1.7982 1.9165 4.9773
C -2.0926 2.0160 3.4899
C -0.6933 2.0531 2.8933
O 0.1440 1.2970 3.7679
C -0.5620 1.0291 4.9930
H -2.6223 1.5068 5.5600
H -1.5567 2.9042 5.3755
H -2.6181 1.1179 3.1566
H -2.6931 2.8821 3.2174
H -0.3066 3.0776 2.8507
H -0.6500 1.6231 1.8855
H -0.8348 -0.0317 5.0021
H 0.0912 1.2243 5.8420
O 0.6744 0.5811 -7.2753
Cl 1.8579 -0.1534 -6.9379
O 1.5368 -1.5205 -6.6452
O 2.4420 0.4368 -5.7224
O 2.8141 -0.0731 -7.9998
C -5.7933 -0.0585 7.0427
Br -4.1671 -0.5366 7.9602
Br -6.5088 1.6070 7.6721
Br -5.5383 -0.0558 5.1337
H -6.5228 -0.8228 7.2658
K 4.6390 2.2119 -3.2047
O -1.4335 -2.7125 8.0132
H -1.9193 -3.3804 7.5202
H -2.0105 -1.9422 7.9991
O 0.0266 -2.5597 -8.7791
Cl -1.0541 -3.4381 -8.5673
O -2.3569 -2.7258 -8.7634
O -1.0629 -3.8874 -7.2013
O -1.0115 -4.5549 -9.4379
Ca -1.8834 -2.9458 0.6735
F -3.1175 -2.8196 -6.9451
C -6.3463 -4.2002 3.3118
Cl -5.8595 -4.4513 4.9882
Cl -4.8883 -4.2665 2.2816
Cl -7.4820 -5.4494 2.8289
Cl -7.0865 -2.6109 3.1366
*
```

Computed properties:
LUMO level, eV: -6.306
Gap between HOMO and LUMO, eV: 1.796
HOMO level, eV: -8.102


Number 1: strongest force on any atom 1.6 eV Å⁻¹, energy -269.223593 hartree. Number 2: strongest force on any atom 6.7 eV Å⁻¹, energy -300.484800 hartree. Number 3: strongest force on any atom 3.3 eV Å⁻¹, energy -326.139376 hartree. Number 4: strongest force on any atom 0.6 eV Å⁻¹, energy -4662.693694 hartree. Number 5: strongest force on any atom 4.0 eV Å⁻¹, energy -338.405915 hartree. Number 6: strongest force on any atom 4.8 eV Å⁻¹, energy -15842.075186 hartree.